w.
ORCA calculation (ωB97M-V/def2-TZVPD) on the molecule CH3O3PS.

HOMO (alpha / beta): -8.30 / -8.77 eV
multiplicity: 1
orbital gap (alpha / beta): 7.34 / 7.71 eV
lowest unoccupied orbital energy (alpha / beta): -0.96 / -1.06 eV

Last column: Mulliken charge in e.
Positions of all 9 atoms, in Å:
C: 1.512 -0.066 -0.611  -0.56
O: 1.975 -0.692 -1.658  -0.42
O: 1.379 -3.103 -0.280  -0.25
O: 1.178 -4.318 1.843  -0.40
P: 2.113 -2.564 -1.694  0.35
S: 0.940 -3.030 1.272  0.51
H: 0.872 0.693 -0.812  0.34
H: 0.745 -0.581 -0.070  0.11
H: 2.231 0.082 0.266  0.32

=====

x.
ORCA calculation (ωB97M-V/def2-TZVPD) on the molecule CH3O3PS.

HOMO (alpha / beta): -9.04 / -9.04 eV
multiplicity: 1
structure (SMILES): OC(O)(O)P=S
orbital gap (alpha / beta): 6.56 / 6.57 eV
lowest unoccupied orbital energy (alpha / beta): -2.47 / -2.47 eV

Last column: Mulliken charge in e.
Positions of all 9 atoms, in Å:
O: 0.953 0.519 0.630  -0.53
C: -0.227 -0.165 0.179  0.66
O: -0.931 0.898 -0.389  -0.46
O: -0.935 -0.833 1.081  -0.48
P: 0.008 -1.478 -1.119  0.09
S: 0.723 0.054 -2.743  -0.27
H: 1.627 -0.099 0.953  0.31
H: -0.287 1.544 -0.570  0.33
H: -0.932 -0.441 1.978  0.34

=====

Stability ranking, top entry: x; the second entry is 14.0 kcal/mol less favorable.

=====

w.
ORCA calculation (ωB97M-V/def2-TZVPD) on the molecule C20H24N2O4.

HOMO: -8.25 eV
multiplicity: 1
structure (SMILES): COc1ccccc1OCCNC(=O)C[C@@H](NC(C)=O)c1ccccc1
orbital gap: 8.99 eV
lowest unoccupied orbital energy: 0.74 eV

Last column: Mulliken charge in e.
Positions of all 50 atoms, in Å:
C: -0.484 -2.522 -1.748  -0.82
O: 0.708 -1.801 -1.556  -0.33
C: 1.337 -1.898 -0.339  0.50
C: 0.782 -2.462 0.797  -0.22
C: 1.485 -2.451 1.992  -0.74
C: 2.741 -1.887 2.057  -0.68
C: 3.313 -1.334 0.923  -0.58
C: 2.628 -1.341 -0.278  0.56
O: 3.139 -0.869 -1.467  -0.51
C: 3.829 0.363 -1.459  -0.79
C: 2.947 1.494 -0.926  -0.40
N: 1.623 1.359 -1.497  -0.05
C: 0.635 2.224 -1.210  0.10
O: 0.818 3.334 -0.748  -0.67
C: -0.759 1.660 -1.457  -0.93
C: -1.117 0.865 -0.187  2.50
N: -1.021 1.729 0.975  0.07
C: 0.120 1.784 1.709  0.61
C: 0.175 2.952 2.664  -1.58
O: 0.999 0.953 1.610  -0.42
C: -2.464 0.183 -0.202  -0.58
C: -3.401 0.348 -1.211  -0.23
C: -4.616 -0.317 -1.154  -0.90
C: -4.910 -1.148 -0.088  -0.41
C: -3.981 -1.315 0.926  -0.87
C: -2.769 -0.656 0.868  -0.07
H: -0.346 -3.585 -1.533  0.40
H: -0.736 -2.398 -2.800  0.23
H: -1.303 -2.129 -1.135  0.27
H: -0.209 -2.888 0.767  0.42
H: 1.034 -2.881 2.874  0.40
H: 3.283 -1.869 2.990  0.39
H: 4.298 -0.896 0.977  0.35
H: 4.078 0.532 -2.510  0.37
H: 4.759 0.310 -0.880  0.39
H: 3.363 2.469 -1.188  0.44
H: 2.869 1.427 0.168  0.17
H: 1.386 0.416 -1.780  0.27
H: -1.458 2.485 -1.597  0.58
H: -0.769 1.004 -2.327  0.34
H: -0.342 0.103 -0.023  -1.05
H: -1.635 2.530 0.989  0.31
H: -0.785 3.111 3.148  0.39
H: 0.944 2.777 3.410  0.37
H: 0.436 3.838 2.088  0.30
H: -3.193 0.991 -2.052  0.40
H: -5.336 -0.181 -1.948  0.41
H: -5.858 -1.664 -0.048  0.41
H: -4.203 -1.963 1.762  0.40
H: -2.038 -0.784 1.654  0.47

=====

x.
ORCA calculation (ωB97M-V/def2-TZVPD) on a cluster of 2 separate species, C20H24N2O4 in total.

HOMO: -7.02 eV
multiplicity: 1
orbital gap: 6.15 eV
lowest unoccupied orbital energy: -0.86 eV

Last column: Mulliken charge in e.
Positions of all 50 atoms, in Å:
C: -3.139 1.295 2.899  -0.82
N: -1.827 1.595 2.317  0.37
C: -1.813 1.922 0.887  -0.97
C: -0.749 1.168 2.963  -1.12
C: 0.582 1.386 2.467  0.96
C: 0.977 2.575 1.801  -0.08
C: 2.241 2.651 1.231  -0.97
C: 3.101 1.548 1.243  1.26
C: 4.397 1.583 0.494  -1.46
C: 2.738 0.406 1.957  -0.93
C: 1.531 0.357 2.625  -0.57
H: -3.916 1.641 2.212  0.37
H: -3.234 0.208 3.067  0.29
H: -3.241 1.811 3.862  0.23
H: -2.829 1.760 0.511  0.37
H: -1.559 2.969 0.696  0.29
H: -1.118 1.291 0.327  0.36
H: -0.921 0.336 3.695  0.65
H: 0.288 3.416 1.722  0.15
H: 2.555 3.564 0.725  0.39
H: 4.908 0.624 0.590  0.36
H: 4.237 1.785 -0.570  0.33
H: 5.067 2.361 0.877  0.32
H: 3.420 -0.444 1.979  0.29
H: 1.278 -0.489 3.274  0.39
C: -2.477 6.038 4.150  -1.29
C: -1.202 5.249 4.210  0.00
O: -1.549 3.934 4.669  -0.32
C: -0.402 3.216 4.830  0.36
C: -0.649 1.853 5.243  -0.75
C: 0.313 1.181 6.019  0.98
C: 1.719 1.518 6.058  -0.32
C: 2.603 0.726 6.766  -0.82
C: 2.138 -0.458 7.379  -0.04
N: 3.039 -1.433 7.899  0.93
O: 2.516 -2.473 8.395  -0.62
O: 4.280 -1.268 7.850  -0.61
C: 0.767 -0.780 7.413  -0.33
C: -0.129 0.006 6.726  -0.68
O: 0.682 3.746 4.551  -0.70
H: -2.266 7.012 3.691  0.40
H: -3.243 5.519 3.550  0.29
H: -2.860 6.223 5.163  0.30
H: -0.723 5.164 3.218  0.14
H: -0.489 5.703 4.911  0.33
H: -1.698 1.583 5.382  0.50
H: 2.071 2.370 5.471  0.50
H: 3.655 0.975 6.840  0.46
H: 0.449 -1.669 7.944  0.47
H: -1.189 -0.262 6.662  0.33

=====

y.
ORCA calculation (ωB97M-V/def2-TZVPD) on the molecule C20H24N2O4.

HOMO: -8.61 eV
multiplicity: 1
structure (SMILES): COC(=O)[C@H](Cc1ccccc1)NC(=O)NCCc1ccc(OC)cc1
orbital gap: 9.24 eV
lowest unoccupied orbital energy: 0.63 eV

Last column: Mulliken charge in e.
Positions of all 50 atoms, in Å:
C: -5.530 -1.117 -1.282  -0.70
O: -4.488 -0.206 -0.961  -0.27
C: -4.104 -0.203 0.313  0.34
O: -4.690 -0.756 1.205  -0.64
C: -2.905 0.724 0.566  0.01
C: -2.410 1.451 -0.698  -0.92
C: -1.275 2.367 -0.341  -0.02
C: 0.033 1.898 -0.326  -0.24
C: 1.076 2.721 0.059  -0.36
C: 0.824 4.030 0.435  -0.60
C: -0.476 4.508 0.423  -0.59
C: -1.518 3.681 0.041  -0.36
N: -1.863 -0.085 1.161  -0.23
C: -1.643 -1.348 0.685  0.48
O: -2.414 -1.892 -0.082  -0.66
N: -0.538 -1.959 1.200  -0.20
C: -0.131 -3.265 0.738  -0.93
C: 0.673 -3.211 -0.573  -1.19
C: 1.791 -2.208 -0.505  0.09
C: 2.803 -2.321 0.437  -0.59
C: 3.810 -1.376 0.535  -0.74
C: 3.824 -0.286 -0.327  0.71
O: 4.751 0.714 -0.314  -0.45
C: 5.811 0.636 0.606  -0.92
C: 2.821 -0.174 -1.291  -0.26
C: 1.821 -1.120 -1.370  -0.08
H: -5.166 -2.138 -1.156  0.27
H: -5.794 -0.926 -2.319  0.24
H: -6.388 -0.959 -0.625  0.29
H: -3.222 1.457 1.318  0.44
H: -3.240 2.014 -1.126  0.51
H: -2.091 0.699 -1.420  0.40
H: 0.240 0.880 -0.625  0.44
H: 2.087 2.340 0.061  0.43
H: 1.636 4.676 0.732  0.41
H: -0.679 5.529 0.712  0.38
H: -2.530 4.058 0.034  0.44
H: -1.139 0.397 1.668  0.41
H: 0.172 -1.391 1.633  0.30
H: 0.457 -3.732 1.532  0.48
H: -1.041 -3.846 0.577  0.39
H: -0.006 -2.943 -1.383  0.40
H: 1.070 -4.209 -0.774  0.46
H: 2.815 -3.166 1.111  0.36
H: 4.576 -1.503 1.284  0.44
H: 5.450 0.660 1.640  0.35
H: 6.427 1.515 0.422  0.25
H: 6.413 -0.265 0.452  0.36
H: 2.847 0.668 -1.965  0.52
H: 1.053 -1.018 -2.124  0.33

=====

Stability ranking, top entry: y; the second entry is 5.4 kcal/mol less favorable.

=====

w.
ORCA calculation (ωB97M-V/def2-TZVPD) on the ion C5H8N3O2 with charge +1.

charge: +1
HOMO: -15.82 eV
multiplicity: 1
structure (SMILES): CC1=NCC([N+](=O)[O-])=[N+]1C
orbital gap: 9.42 eV
lowest unoccupied orbital energy: -6.41 eV

Last column: Mulliken charge in e.
Positions of all 18 atoms, in Å:
C: 2.295 -0.623 -0.556  -1.33
C: 0.941 -0.698 0.089  0.71
N: 0.727 -1.308 1.144  -0.34
C: -0.587 -1.063 1.560  -0.50
C: -1.101 -0.046 0.494  0.36
N: -2.368 0.518 0.325  0.85
O: -3.372 -0.153 0.259  -0.46
O: -2.321 1.748 0.198  -0.45
N: -0.141 0.146 -0.348  0.15
C: -0.042 1.252 -1.306  -0.91
H: 2.386 -0.932 -1.580  0.39
H: 3.078 -1.176 0.193  0.31
H: 2.659 0.467 -0.472  0.39
H: -1.165 -2.023 1.808  0.36
H: -0.655 -0.750 2.687  0.35
H: -1.034 1.274 -1.840  0.35
H: 0.853 1.171 -1.886  0.40
H: -0.155 2.199 -0.768  0.39

=====

x.
ORCA calculation (ωB97M-V/def2-TZVPD) on a structure of composition C5H8N3O2.

charge: +1
HOMO: -14.00 eV
multiplicity: 1
orbital gap: 9.16 eV
lowest unoccupied orbital energy: -4.83 eV

Last column: Mulliken charge in e.
Positions of all 18 atoms, in Å:
C: 1.858 -1.017 0.059  -0.42
C: 2.638 -0.030 -0.313  0.00
C: -2.033 0.736 -0.842  0.15
C: 0.233 0.214 0.266  0.02
C: -0.793 -0.237 -0.790  -0.28
N: 2.131 1.287 -0.275  -0.36
N: 0.942 1.413 0.033  -0.18
N: -0.485 0.300 1.591  -0.10
O: -2.471 1.182 0.169  -0.47
O: -1.238 -1.430 -0.279  -0.52
H: 1.821 -2.037 -0.301  0.37
H: 3.773 -0.071 -0.271  0.38
H: -2.526 0.881 -1.854  0.37
H: -0.064 -0.344 -1.666  0.47
H: -1.476 0.834 1.370  0.44
H: 0.205 0.769 2.093  0.38
H: -0.721 -0.602 2.032  0.36
H: -1.797 -1.848 -1.024  0.38

=====

Stability ranking, top entry: w; the second entry is 1.2 kcal/mol less favorable.

=====

w.
ORCA calculation (ωB97M-V/def2-TZVPD) on the molecule C4H7O2P.

HOMO: -8.74 eV
multiplicity: 1
structure (SMILES): C#CCO[P@H](=C)O
orbital gap: 9.23 eV
lowest unoccupied orbital energy: 0.49 eV

Last column: Mulliken charge in e.
Positions of all 14 atoms, in Å:
C: -2.152 -0.968 2.150  -0.19
C: -2.250 -0.650 0.976  -0.25
C: -1.870 0.130 -0.195  -0.28
O: -0.771 -0.303 -0.967  -0.60
P: 1.223 -0.417 -0.377  0.59
C: 2.270 0.833 -0.404  -0.67
O: 1.360 -1.412 -1.526  -0.47
H: -2.180 -1.535 3.070  0.38
H: -1.724 1.208 0.212  0.24
H: -2.753 0.220 -0.989  0.24
H: 1.648 -1.115 0.738  0.08
H: 2.365 1.216 0.520  0.32
H: 2.351 1.672 -1.218  0.23
H: 0.589 -1.636 -2.055  0.40

=====

x.
ORCA calculation (ωB97M-V/def2-TZVPD) on the molecule C4H7O2P.

HOMO (alpha / beta): -7.69 / -7.94 eV
multiplicity: 1
orbital gap (alpha / beta): 6.93 / 7.84 eV
lowest unoccupied orbital energy (alpha / beta): -0.76 / -0.10 eV

Last column: Mulliken charge in e.
Positions of all 14 atoms, in Å:
C: 0.770 -0.473 -0.996  -0.25
C: 1.541 0.049 0.003  -0.31
C: -0.713 -0.230 -1.045  -0.52
C: -1.475 -0.149 0.264  -0.30
O: 1.648 1.171 2.533  -0.61
O: -1.807 -1.167 1.060  -0.44
P: 0.826 1.134 1.305  0.25
H: 1.256 -1.234 -1.722  0.27
H: 2.585 -0.167 0.174  0.44
H: -0.957 0.678 -1.590  0.30
H: -1.243 -1.069 -1.713  0.32
H: -2.132 0.720 0.361  0.42
H: -1.234 -1.878 0.693  0.35
H: 0.935 2.615 0.672  0.06

=====

Stability ranking, top entry: x; the second entry is 28.5 kcal/mol less favorable.